No. 1
Entry from OMol25: a cluster of 12 separate species, C23H72N2O17 in total at a distorted geometry (the ωB97M-V functional and the def2-TZVPD basis).

```
114
Properties=species:S:1:pos:R:3:forces:R:3
O 3.29333 0.52599 -1.01567 1.2 -0.2 -1.3
O -1.95944 -5.70928 1.61449 -0.2 0.3 0.2
O 1.88610 2.97697 4.58384 -0.4 -0.8 0.0
O 0.49188 -1.24495 -3.55987 1.4 1.0 -0.7
O -3.42885 -0.49071 3.92968 -3.0 0.3 -1.0
O 2.93613 4.62496 2.66710 -0.9 0.5 -1.4
O 0.84596 4.16640 -3.62378 0.5 -0.4 -1.1
O 5.19451 -1.72700 -1.64388 -1.5 -0.7 -0.9
O 1.79612 -1.61818 1.42640 -0.2 0.5 0.4
O -4.25112 0.58307 -2.78411 2.1 1.2 -0.3
O 1.17852 1.97077 0.18732 1.6 1.2 0.5
O -2.19449 1.80320 2.53029 -2.5 -0.6 -0.7
O -2.47785 -3.79832 -0.55812 1.0 0.2 0.5
O -1.59679 2.81038 -3.34840 0.0 0.0 -1.0
O 0.35719 -0.59633 -0.88168 0.9 -1.2 1.5
O 3.15616 7.01411 0.61979 0.8 0.3 0.5
O -3.84188 -1.19999 -0.62969 0.3 0.7 0.1
N -1.44875 -3.63390 -3.94842 1.2 1.3 -0.2
N -0.63809 -1.02647 2.87799 -0.6 0.5 -2.2
C 1.41802 4.55130 -2.42822 0.3 0.3 1.5
C 4.53066 0.61782 -1.79999 -0.5 0.7 0.9
C -1.25851 -3.79668 0.22431 -0.6 -0.2 1.1
C 1.41789 -0.21890 -4.09558 -0.1 -1.2 -0.6
C -1.28306 -1.59862 4.02895 1.9 0.8 2.3
C 0.95054 -2.56084 -3.93264 -2.0 -1.2 1.8
C -0.11754 -3.61213 -3.25321 -0.1 -1.6 -1.6
C 0.13783 1.78551 -0.70054 -1.0 -2.3 1.5
C -4.54687 0.19885 4.56042 0.3 -1.3 0.9
C -2.34979 -0.70756 4.75362 1.5 0.5 -0.9
C -5.26916 -0.05321 -2.18613 -3.8 -2.2 0.7
C 5.54262 -0.40121 -1.34114 1.3 -0.1 0.8
C 2.57930 -2.57691 0.82549 1.0 -0.9 -1.1
C 2.13066 4.93933 1.45912 0.4 0.3 1.3
C 2.06201 1.76258 3.87465 0.1 -0.4 0.2
C -0.45602 0.38922 -0.27844 -0.6 1.9 -2.2
C -1.87294 2.31276 -4.69747 0.2 -0.7 1.3
C 0.32330 -5.13070 -3.29883 0.8 1.0 0.7
C -0.08436 -1.76518 5.03584 -0.3 -1.7 0.2
C -4.87502 -1.39688 -1.57944 0.6 0.2 0.4
C 1.98143 6.45210 1.12666 -1.1 -1.7 -0.5
C -1.08128 2.28224 3.11887 2.6 0.3 0.0
C -1.47137 -4.35313 1.66216 -0.7 -0.8 -1.4
H 1.98170 -3.34153 0.32917 -0.2 -0.8 0.6
H 1.12209 0.82578 -3.99944 -0.7 -0.3 0.5
H 3.33778 -2.95279 1.51216 -0.4 -0.3 0.2
H 1.92111 1.45862 -0.14113 0.5 -0.1 0.0
H 5.67516 -0.32893 -0.26165 -0.1 0.4 0.2
H -0.54364 2.62204 -0.54586 -0.3 -0.1 -0.5
H -6.06282 -0.26771 -2.90180 0.0 -0.1 -0.3
H 4.42479 0.66313 -2.88389 -0.7 -0.7 -0.1
H -2.66009 2.88406 -5.18952 0.3 0.1 -0.1
H 0.46678 1.59567 -1.72223 -0.1 0.8 -0.3
H -0.44398 -1.72932 2.17912 -0.7 -0.3 -0.2
H 1.26071 -1.28675 0.70176 -0.5 0.6 -0.4
H 5.66956 -2.39094 -1.13878 0.2 0.4 0.2
H -0.33471 -3.36391 -2.21430 0.8 0.5 0.1
H -0.32601 -2.30182 5.95329 -0.3 0.2 0.3
H 1.78839 1.83993 2.82239 0.2 0.2 -0.1
H -2.60034 -1.08116 5.74647 -0.1 -0.3 0.0
H -1.69370 -2.55966 3.71932 -0.2 0.1 0.5
H 3.14205 -2.24976 -0.04881 0.4 0.8 -0.1
H -1.19450 2.46439 4.18757 0.1 0.5 0.1
H -2.61599 -4.70970 -0.82625 -0.3 -0.1 0.1
H -0.32421 1.51023 2.98125 0.5 0.2 0.4
H 2.46923 4.40696 0.57027 0.7 0.0 -0.1
H 1.43438 0.96236 4.26686 -0.3 0.2 0.4
H -4.45271 -2.00351 -2.38054 -0.4 -0.3 -0.3
H 0.35111 -0.68130 -1.83789 -0.5 0.1 -0.5
H 6.53249 -0.26190 -1.77570 0.0 0.8 -0.2
H 0.31777 -0.70651 2.94156 0.0 0.4 1.2
H -1.44741 0.39095 -0.73146 -0.5 -0.7 0.5
H -2.29774 -3.83231 2.14585 0.2 0.2 -0.1
H 1.93132 -2.78715 -3.51436 0.1 0.2 0.3
H 3.53652 6.31926 0.07747 0.3 0.2 -0.3
H 0.91805 4.05987 -1.59357 -0.4 0.5 0.3
H -0.26395 -5.77164 -2.64124 -0.5 0.3 0.1
H -0.49791 -4.38395 -0.29018 0.2 0.0 0.0
H -2.13927 -4.01868 -3.31976 0.0 -0.2 0.2
H -3.45050 -2.06620 -0.49514 0.4 -0.2 0.2
H -0.90488 -2.77144 0.33359 -0.1 0.1 -0.4
H -0.71014 3.12848 2.54074 -0.1 0.4 0.4
H -2.17000 1.26791 -4.60726 -0.4 0.0 -0.1
H 2.44434 4.24396 -2.22741 0.3 -0.4 -1.0
H 3.07714 1.38215 3.98819 0.3 0.1 -0.2
H 1.50376 7.06108 1.89417 0.6 -0.1 0.3
H 1.44397 5.63747 -2.34079 -0.3 0.2 0.3
H 4.86284 1.63535 -1.59411 0.5 -0.1 0.3
H -2.38786 2.68239 -2.81980 -0.1 0.0 0.0
H 1.06056 -2.65814 -5.01270 -0.5 -0.1 -0.1
H -1.66788 -2.64804 -3.96106 -0.7 0.4 -0.4
H 1.51505 -0.41391 -5.16358 -0.1 0.0 -0.2
H -5.65901 -1.91021 -1.02271 -0.6 0.0 -0.6
H -4.79513 -0.38848 5.44445 0.2 0.1 0.6
H -4.37355 1.22943 4.87020 0.5 0.1 -0.3
H 1.19064 4.41426 1.62871 -0.3 0.5 0.3
H -2.27024 0.94864 2.96108 -0.9 -0.6 -0.7
H 0.64906 -2.42274 4.56915 0.0 -0.1 -0.3
H -0.57075 -4.25897 2.26889 0.2 0.0 0.0
H -0.92510 2.26642 -5.23370 -0.1 0.6 0.0
H -5.75698 0.60105 -1.46359 0.0 0.0 0.5
H 1.27335 6.44011 0.29806 -0.6 0.0 -0.1
H 2.42591 -0.31195 -3.69145 -0.1 -0.2 0.4
H 3.10561 -0.41259 -0.94198 -0.4 -0.3 0.0
H -1.92710 0.29201 4.85501 0.8 0.1 0.8
H 0.51174 -0.89374 5.30670 -0.7 0.5 -0.2
H -1.37143 -6.32328 1.16857 0.4 0.2 0.0
H 0.27577 -5.62338 -4.26997 0.1 0.5 -0.2
H 2.15927 3.64637 3.95227 0.2 0.5 0.0
H 1.31850 -5.22309 -2.86391 0.4 -0.1 -0.3
H -0.09861 4.08787 -3.47143 -0.3 -0.3 0.0
H -3.79361 0.75230 -1.95729 1.6 0.6 -0.3
H 3.88002 4.68263 2.50178 0.0 0.2 -0.2
H -0.44151 0.24033 0.80124 -0.3 0.1 -0.2
H -5.51197 0.14326 4.05684 0.6 0.0 -1.1
```
Positions in Å, forces in eV/Å.

## Properties
* total charge: 0
* SMILES string: COC[C@H](C)N.COC[C@H](C)N.OCCO.OCCO.OCCO.OCCO.OCCO.CO.CO.CO.CO.CO
* orbital gap: 9.06 eV
* LUMO: 0.15 eV

No. 2
Entry from OMol25: a cluster of 17 separate species, C23H7Cl64IO4 in total at a distorted geometry (the ωB97M-V functional and the def2-TZVPD basis).

```
99
Properties=species:S:1:pos:R:3:forces:R:3
I 6.17349 -0.71983 -2.54265 -0.2 -0.2 -0.2
Cl -9.33065 6.33778 -1.66715 -0.6 0.0 -0.5
Cl -7.57208 10.84207 6.58779 0.0 0.0 0.0
Cl 1.07122 -4.34921 -1.22238 0.1 -0.3 -0.1
Cl 7.37729 -6.74739 -2.65353 -0.1 0.0 0.0
Cl -0.44629 -1.97035 1.49332 0.0 0.0 0.0
Cl -12.01783 5.64744 -2.47316 0.1 0.0 0.0
Cl -5.90768 -7.15212 0.08004 0.0 0.0 0.0
Cl -4.68212 4.58437 0.29642 -0.1 0.1 -0.1
Cl -1.79925 -4.29099 -1.28651 0.1 0.0 0.0
Cl -5.95163 5.57843 2.69295 -0.1 0.0 -0.1
Cl 12.79871 -2.71800 4.06245 0.0 0.0 0.0
Cl -3.15105 -2.60787 2.26781 0.0 0.2 0.1
Cl 10.58971 -3.03336 5.89305 0.0 0.0 0.0
Cl -2.10609 -4.16262 -8.68627 0.0 -0.1 0.2
Cl -3.93377 -5.51569 1.40715 0.0 -0.2 -0.1
Cl -11.05927 8.35258 -2.79266 -0.3 -0.1 0.1
Cl 11.53447 -7.46761 7.19520 0.0 0.0 0.0
Cl -2.67192 -1.09022 -0.13989 -0.2 0.1 0.3
Cl -4.90133 -1.10704 -9.58836 0.0 0.0 0.0
Cl 0.96625 -5.50127 2.03758 0.0 0.0 0.1
Cl -3.40006 2.15795 5.34722 0.0 0.0 0.0
Cl 9.77948 -5.47783 8.32958 0.0 0.0 0.0
Cl 4.69108 -7.48462 -1.89850 0.1 -0.1 -0.2
Cl -0.28608 -1.94426 -2.04949 0.3 -0.2 -0.3
Cl -2.44588 4.87686 5.51147 0.0 0.0 0.0
Cl -7.22006 12.56248 4.29873 -0.1 0.0 0.1
Cl -5.81743 8.42116 1.05063 0.2 0.5 0.0
Cl 5.16552 1.21134 2.95628 0.0 0.0 -0.1
Cl -4.42812 9.59590 3.28972 0.0 0.0 0.0
Cl -3.44939 -5.19174 -6.34948 0.0 0.0 0.0
Cl 11.22707 -0.42315 4.83553 0.0 0.0 0.0
Cl 2.89520 -7.00326 0.50765 -0.1 0.1 0.2
Cl -4.02068 0.18913 -12.01220 0.0 0.0 0.0
Cl -2.59193 -2.10314 -10.99863 0.0 0.1 -0.2
Cl 5.53235 -4.74416 -1.67743 -0.1 -0.8 -0.5
Cl -7.09920 3.35467 1.29215 0.0 0.0 -0.1
Cl -2.40100 -7.01104 -8.32949 0.0 0.0 0.0
Cl -8.10151 9.83492 3.93552 0.0 0.0 0.0
Cl -8.00335 9.36065 -3.36259 0.3 0.1 0.0
Cl 9.26621 -6.51817 5.68563 0.0 0.0 0.0
Cl -3.09793 -7.61477 -0.38817 0.0 0.0 0.0
Cl -2.91306 3.66714 2.93521 0.1 -0.1 0.1
Cl -5.78930 11.28485 1.38544 0.1 0.0 -0.1
Cl 3.31588 -6.55892 3.33259 0.0 0.0 -0.1
Cl 7.83617 1.96341 2.17221 0.0 0.0 0.0
Cl -0.59857 -5.52595 -6.63486 0.0 -0.1 -0.2
Cl -4.26310 -8.28152 2.16569 0.0 0.0 0.0
Cl 5.14483 -5.92347 -4.28581 0.0 0.0 0.1
Cl -10.02157 6.24786 -4.46933 0.0 0.0 0.0
Cl -2.45099 0.41669 -9.60128 0.0 0.0 0.0
Cl -7.20688 5.97133 0.07713 0.6 -0.4 0.6
Cl 8.85905 -8.19249 7.99964 0.0 0.0 0.0
Cl -0.69330 2.78873 4.56107 -0.1 0.0 0.0
Cl -0.31937 -4.27287 -3.75761 0.0 0.1 0.2
Cl -2.19988 0.11372 2.43744 0.0 -0.1 0.0
Cl 10.08688 -2.44850 3.11577 0.0 0.0 0.0
Cl -7.62074 12.08263 -4.23689 0.0 0.0 0.0
Cl 7.43227 0.00820 4.25826 0.0 0.0 0.0
Cl -6.77130 9.89424 -5.91604 0.0 0.0 0.0
Cl 6.86603 -0.67853 1.52645 0.3 1.1 0.6
Cl -9.58386 10.41234 -5.53533 0.0 0.0 0.0
Cl 1.23197 -8.34680 2.44632 0.0 0.0 0.0
Cl -9.87332 11.77917 5.11958 0.0 0.0 0.0
Cl -3.37410 9.89932 0.61926 0.0 0.0 0.0
O 2.98604 -2.72665 0.87920 -0.4 -0.1 0.6
O 7.55430 -2.59019 -0.34929 -0.9 -0.3 0.3
O 4.88188 -3.59261 2.94253 0.8 -0.4 -0.9
O 6.37750 -3.73780 1.19631 0.3 0.9 0.6
C 5.18882 -3.44223 1.79363 -1.8 0.1 0.9
C -6.22977 4.87854 1.09880 -0.1 -0.1 0.0
C -3.49247 -0.64863 -10.55030 0.0 0.0 0.0
C 4.55101 -1.78255 -1.54052 0.7 0.8 0.2
C -4.30146 -7.14266 0.81599 0.0 0.0 0.0
C -2.14027 -5.47270 -7.50239 0.0 0.0 0.0
C -8.19129 11.25473 4.98484 0.0 0.0 0.0
C -2.11838 -1.38681 1.51457 0.0 0.0 -0.1
C -7.99444 10.43724 -4.76173 0.0 0.0 0.0
C 5.69203 -6.22990 -2.63398 0.1 0.0 -0.1
C -0.33901 -3.71156 -2.08596 -0.2 0.3 -0.1
C 3.79350 0.32272 -0.27142 -0.3 0.2 0.0
C -2.36257 3.37237 4.58867 0.0 0.0 0.0
C 6.48123 -2.84647 0.10693 0.4 -0.8 -1.0
C 6.81871 0.63298 2.72816 0.0 -0.2 0.1
C 11.17484 -2.15553 4.47636 0.0 0.0 -0.1
C 4.30108 -2.83111 0.72935 1.1 -0.3 -0.2
C -4.85189 9.80187 1.58370 0.0 0.0 0.0
C 5.07716 -2.44831 -0.29008 -0.3 0.2 -0.1
C -10.61195 6.64683 -2.85241 0.0 0.1 -0.1
C 3.45467 -0.74398 -1.29780 0.0 0.4 0.1
C 2.10438 -6.85203 2.08785 0.0 -0.1 0.1
C 9.85973 -6.91476 7.30052 0.0 0.0 -0.1
H 4.21718 -2.50119 -2.27830 0.1 -0.2 0.0
H 3.24702 -0.24324 -2.24093 0.0 -0.2 -0.2
H 3.66859 -0.03731 0.74215 0.1 -0.1 0.2
H 3.10270 1.15415 -0.40458 -0.1 0.1 0.1
H 2.52257 -3.25187 0.21127 -0.1 0.2 -0.1
H 4.79363 0.73334 -0.38170 0.1 -0.1 -0.1
H 2.51670 -1.20326 -0.98965 0.0 -0.3 -0.1
```
Positions in Å, forces in eV/Å.

## Properties
* energy relative to the best compared isomer or geometry (same formula, charge and spin): 0.00 kJ/mol
* total charge: 0
* orbital gap: 8.47 eV
* LUMO: -0.91 eV

No. 3
Entry from OMol25: a structure of composition C24H12BrF10N2O7V (the ωB97M-V functional and the def2-TZVPD basis).

```
57
Properties=species:S:1:pos:R:3:forces:R:3
Br -2.26101 3.24167 1.30803 0.0 0.0 0.0
V -0.39273 0.44787 0.09372 -0.1 -0.4 0.0
F -1.07362 4.84144 -4.48033 0.0 0.0 0.0
F 0.65604 3.81363 -0.27983 0.0 0.0 0.0
F -3.04454 -0.50213 2.29398 0.0 0.0 -0.1
F 0.32606 5.52158 -2.25656 0.0 0.0 0.0
F -1.78335 0.56742 -2.73845 0.0 0.0 0.0
F -0.83749 -2.06440 6.07298 0.0 0.0 0.0
F -3.12014 -1.49469 4.69868 0.0 0.0 0.0
F -2.12981 2.33850 -4.69402 0.0 0.0 0.0
F 1.57384 -1.56454 4.90514 0.0 0.0 0.0
F 1.72157 -0.53875 2.50034 -0.1 0.0 0.0
O 1.76370 2.89177 2.43120 0.0 0.0 0.0
O -2.90038 -2.50707 -1.11347 0.1 0.1 0.1
O -1.14714 -1.42178 -0.21386 0.0 0.4 -0.1
O 1.89202 -2.51221 0.23096 0.0 0.0 -0.1
O 1.49830 0.40292 -3.25783 0.0 0.0 0.0
O 0.63636 1.54408 1.07901 0.2 0.0 -0.1
O 0.63296 -0.24284 -1.30977 0.1 0.0 0.2
N -2.50039 0.77413 0.09082 0.0 0.0 0.0
N 2.89380 0.40666 0.05901 0.0 0.0 0.0
C 1.75031 2.01704 1.60402 -0.1 0.1 -0.1
C 0.47051 -0.74159 2.97202 0.0 0.0 -0.1
C -3.16302 -0.25655 -0.44790 0.0 -0.1 -0.1
C 3.03610 -2.03460 -0.43948 0.0 0.0 0.0
C -0.20635 4.29460 -2.35749 0.0 0.0 0.0
C 2.77374 0.86455 -1.29700 0.1 0.0 0.0
C -1.44968 2.68717 -3.59429 0.0 0.0 0.0
C -0.58657 2.09240 -1.38165 0.0 -0.1 0.2
C -4.49723 -0.18962 -0.78461 0.0 0.0 0.1
C -1.26241 1.79866 -2.55472 0.0 -0.1 0.1
C -3.17696 1.87607 0.40433 0.0 -0.1 -0.1
C 3.05111 1.42867 1.05623 0.0 0.0 -0.1
C -0.91346 3.95459 -3.49154 0.0 0.1 0.0
C -0.77471 -1.54307 4.84047 0.0 0.0 0.1
C -1.83138 -0.71893 2.86438 0.1 0.0 0.0
C 0.43870 -1.28496 4.24511 0.1 0.0 0.0
C -1.92397 -1.25410 4.13794 0.0 0.0 0.0
C -2.35954 -1.53063 -0.63263 0.0 0.0 -0.1
C -0.05558 3.37003 -1.33561 0.0 -0.1 0.0
C -4.52135 2.02478 0.11894 0.0 0.0 0.0
C 3.66486 -0.81114 0.21948 0.0 0.0 0.0
C -0.64242 -0.42261 2.21076 -0.1 0.1 -0.1
C 1.56991 0.31803 -2.05714 -0.1 0.1 0.0
C -5.18247 0.97843 -0.50622 0.0 0.0 0.0
H 4.68435 -0.69198 -0.19338 0.0 0.0 0.0
H -4.94599 -1.05904 -1.24138 0.0 0.0 0.0
H 3.62262 2.29294 0.69393 0.0 0.0 0.0
H 2.83133 -1.83777 -1.49764 0.0 0.0 0.0
H -6.23177 1.07874 -0.75525 0.0 0.0 0.0
H 3.59514 1.04921 1.91886 0.0 -0.1 0.0
H -5.02533 2.94042 0.38842 0.0 0.0 0.0
H 3.78217 -2.83320 -0.41508 0.0 0.0 0.0
H 3.65850 0.63194 -1.90496 0.0 0.0 0.0
H 2.66091 1.95129 -1.32183 -0.1 0.0 0.0
H 3.75791 -1.02408 1.28288 0.0 0.0 0.0
H 1.09508 -2.11443 -0.14661 0.1 0.0 0.0
```
Positions in Å, forces in eV/Å.

## Properties
* total charge: -1
* orbital gap (spin up / spin down): 7.46 / 7.90 eV
* spin multiplicity: 2
* LUMO (spin up / spin down): 1.21 / 1.64 eV